Entry 1:
Computed, not measured: a gas-phase ion, C6H8N (charge +1), with ωB97M-V/def2-TZVPD.

Last column: Mulliken charge in e.
CARTESIAN COORDINATES (ANGSTROEM)
C: -0.38740 2.04076 0.45902  -1.050
C: 0.56759 0.24653 -0.90569  -0.590
H: -1.03636 4.04545 1.04151  0.414
H: 1.43705 -1.68082 -0.97342  0.379
C: -0.15980 0.67425 0.32039  0.873
H: -0.91079 -0.54554 2.02293  0.458
H: 0.64432 -2.16318 1.03987  0.279
H: -0.16084 -1.52214 -1.68338  0.395
H: -0.85155 -2.47906 0.06483  0.394
C: -0.51896 3.17365 0.80153  -0.130
N: 0.49399 -1.25913 -0.95281  -0.017
H: 0.02079 0.74935 -1.75968  0.311
C: -0.14607 -1.66461 0.31735  -0.612
C: -0.58287 -0.35997 1.04101  -0.412
H: 1.59091 0.74447 -0.83346  0.307

Values from the calculation:
* HOMO: -13.37 eV
* energy above the lowest of the compared OMol25 structures with the same formula, charge and spin: 4.000 eV
* total energy: -287.80926 Ha
* charge: +1
* E_LUMO: -3.678 eV
* spin multiplicity: 1
* SMILES string: C#CC1=CC[NH2+]C1

=====

Entry 2:
Computed, not measured: a molecular structure, C18H11BrF6I2N4O5S2Ti, with ωB97M-V/def2-TZVPD.

Last column: Mulliken charge in e.
CARTESIAN COORDINATES (ANGSTROEM)
O: -1.86927 1.18455 0.74469  -0.570
C: -2.38788 -3.30521 -2.30684  -0.194
C: 1.27838 -0.73998 -0.38579  -0.376
O: 1.58911 2.39022 0.47649  -0.537
C: -2.15026 -2.95480 0.55887  -0.292
C: -0.91855 -2.28910 0.28155  0.250
H: -2.90605 5.63255 -1.00729  0.356
F: 4.26346 4.94697 4.01539  -0.201
C: 3.97346 5.68698 2.95873  0.713
C: -0.68358 -4.98628 -2.55784  -0.153
C: -0.29997 -4.43039 -3.77051  -0.509
Ti: -0.29204 1.86686 0.29200  0.404
I: -0.88986 4.70370 0.49984  0.360
S: 1.60268 2.54047 1.99750  1.033
O: 0.22322 2.13638 2.36943  -0.598
C: 0.31115 -2.90232 -0.04771  -0.415
H: 2.32885 -2.58435 -0.68871  0.487
C: -2.05620 -0.17602 0.75793  0.849
H: -0.19584 -5.87410 -2.17444  0.495
C: 1.39065 -2.13311 -0.40121  -1.338
C: -2.69289 4.76304 -0.40988  -0.825
S: 3.27009 4.61828 1.62362  1.052
H: -4.05515 -0.27790 1.46543  0.521
F: 1.95062 0.03640 2.71782  -0.173
F: 3.31411 1.45075 3.63377  -0.189
C: -2.03361 -2.76592 -3.53111  -0.553
C: -3.18941 -0.82663 1.12087  -0.855
H: -3.23324 -2.89649 -1.77344  0.514
O: 2.66231 5.44635 0.63982  -0.552
Br: -0.43859 -2.51876 -5.86005  -0.140
C: -1.68000 -4.39076 -1.80018  0.042
H: 0.40529 -3.97888 -0.00922  0.679
F: 3.58110 0.85032 1.56732  -0.181
N: -2.26051 -4.39553 0.49661  -0.521
N: -1.93583 -5.03008 -0.51889  -0.319
I: -0.81358 2.06207 -2.27402  -0.077
H: 2.09478 -0.09969 -0.69697  0.689
C: -0.91956 -0.89897 0.35185  0.954
N: 0.17285 -0.13925 0.02138  0.381
H: -3.36395 3.93363 -0.27011  0.395
F: 3.10238 6.62505 3.29043  -0.205
N: 2.07118 3.85673 2.54036  -0.315
C: -0.96679 -3.30955 -4.23613  0.032
C: -3.21758 -2.24350 1.02764  -0.476
O: 4.28188 3.66548 1.28813  -0.580
F: 5.07015 6.22807 2.46148  -0.184
C: 2.71526 1.10169 2.52232  0.711
H: -4.11972 -2.78065 1.28994  0.460
H: -2.58103 -1.92772 -3.93922  0.495
H: 0.49800 -4.87058 -4.35170  0.455

Values from the calculation:
* HOMO (spin up / spin down): -11.27 / -11.27 eV
* energy above the lowest of the compared OMol25 structures with the same formula, charge and spin: 2.359 eV
* total energy: -6701.92845 Ha
* charge: +1
* E_LUMO (spin up / spin down): -5.341 / -5.314 eV
* spin multiplicity: 2
* <S²>: 0.757

=====

Entry 3:
Computed, not measured: a gas-phase ion, C4H13N2S (charge +1), with ωB97M-V/def2-TZVPD.

Last column: Mulliken charge in e.
CARTESIAN COORDINATES (ANGSTROEM)
C: -0.09976 -0.50112 -0.13804  -0.594
H: 1.07452 -2.46381 -2.33778  0.146
H: 0.06737 1.63450 -0.26778  0.465
C: 1.10232 1.06396 1.54660  -0.770
H: 1.33213 0.07303 1.93104  0.476
N: -1.36064 1.17781 1.29266  -0.195
H: -0.83709 0.08963 -2.19031  0.376
H: -0.90176 -1.12214 0.26708  0.451
H: -1.11724 1.86626 2.01725  0.389
H: 1.00172 1.68232 3.46841  0.216
H: 1.24505 2.92559 2.44483  0.226
H: 1.96086 1.32990 0.92224  0.336
C: -0.07336 0.90237 0.52527  -0.204
S: -0.22490 -2.20445 -2.27985  -0.180
C: -0.06461 -0.45365 -1.65077  -0.972
H: -1.64558 0.27534 1.64084  0.345
N: 0.77484 2.04381 2.56479  -0.574
H: 0.83709 -0.97811 0.15369  0.286
H: -1.94640 1.72705 0.66245  0.362
H: 0.89658 -0.08614 -2.00433  0.413

Values from the calculation:
* HOMO: -12.28 eV
* energy above the lowest of the compared OMol25 structures with the same formula, charge and spin: 0.882 eV
* total energy: -667.64737 Ha
* charge: +1
* E_LUMO: -3.276 eV
* spin multiplicity: 1
* SMILES string: NC[C@H]([NH3+])CCS

=====

Entry 4:
Computed, not measured: 3 unconnected molecules or ions with the total composition C24H57N4O17P3S, with ωB97M-V/def2-TZVPD.

Last column: Mulliken charge in e.
CARTESIAN COORDINATES (ANGSTROEM)
C: -2.91452 1.22524 -7.13755  -0.437
H: -2.23013 4.93634 -11.05546  0.288
H: 5.29905 -3.17532 2.38041  0.365
H: -3.75895 0.55420 -7.01004  0.250
H: -1.98859 0.65166 -7.15902  0.331
H: -3.39065 -1.36956 1.68284  0.305
O: -1.40697 3.26251 -7.87421  -0.565
H: -2.54229 -3.33126 0.15221  0.307
O: -3.98010 1.17320 -3.34906  -0.412
H: 0.40753 -7.23478 2.45676  0.386
H: -1.53496 5.14852 -9.44112  0.305
C: 0.68926 4.87706 -0.46845  -1.236
C: -1.75716 4.64004 -4.01096  -1.073
H: -2.65263 -0.33339 -3.89691  0.242
H: 2.47848 3.68213 -0.77095  0.447
H: 3.74266 -1.53378 1.65974  -0.256
C: 5.24129 -2.30001 3.03687  -1.530
N: 1.14131 -1.39292 6.21392  -0.189
C: -3.45405 -0.14793 -3.18298  -0.361
N: -0.18184 -5.16049 2.53167  -0.290
O: -1.82742 0.32379 0.82440  -0.401
H: -1.61210 -3.48061 7.57004  0.377
H: 2.15677 -2.97182 1.49076  -0.110
C: 1.18428 2.54635 0.49841  -0.282
H: -1.41465 -0.02754 4.17925  0.173
H: -3.54686 5.28633 -2.98085  0.354
H: -1.04353 3.81789 -3.97973  0.238
H: 2.10680 -0.74856 3.39754  -0.219
H: 3.11763 -3.61412 3.69381  0.665
H: 0.31191 1.91009 0.28172  -0.586
H: -1.22935 -6.89941 3.05713  0.320
H: 0.31671 -1.52134 4.31713  -1.234
H: -1.21821 5.56637 -3.81082  0.401
C: 0.57169 -2.18362 5.15492  1.645
O: -2.53356 3.37795 -9.83184  -0.386
H: 1.40330 -5.02149 1.12755  0.401
O: 0.30656 -2.47181 2.32559  -0.630
H: 0.28115 4.98743 0.54011  0.365
C: 2.27420 -2.91311 3.62455  -0.704
N: 2.30184 1.65625 0.80863  -0.326
C: -0.34339 3.92488 -10.77063  -1.076
H: -2.43177 4.34893 -1.97588  0.219
H: 3.12941 2.22494 0.94899  0.379
H: 6.19919 -1.77467 2.96469  0.383
H: 0.24454 4.74907 -11.17530  0.352
H: 0.15833 2.59735 -1.91216  0.258
H: 1.18840 1.65525 7.65107  0.400
C: 1.18409 -4.75640 2.17057  -1.901
H: -0.13961 4.96189 -1.17938  0.117
C: -2.26472 2.88006 -8.62816  0.775
O: 1.05248 2.95959 -1.94487  -0.466
P: -1.39055 -0.59852 2.10349  0.168
C: 4.06195 -1.37170 2.68927  0.081
H: -2.88477 1.94275 -6.31957  0.091
C: -1.66894 4.44570 -10.26281  -0.176
H: 2.08093 -1.43346 -0.46900  0.406
H: 0.17335 -6.53756 4.08033  0.357
C: 0.61678 -0.04227 6.41120  0.103
P: -0.52110 -2.59983 -0.23341  0.578
H: -1.42786 -0.67802 -0.69395  0.327
H: 5.15635 -2.67436 4.06465  0.316
H: -2.18218 4.69537 -5.01363  0.336
H: -1.74284 1.24613 1.11082  0.299
H: 3.21247 -1.29482 4.65687  0.616
O: -2.08417 1.94446 -2.40129  -0.412
C: 1.39581 3.52249 -0.67698  0.410
C: 1.66217 0.84002 7.09609  -1.337
H: -0.73471 -5.16922 1.68392  0.141
H: -0.32084 -0.03818 6.98527  0.337
C: 1.57142 -0.48655 -0.25556  -0.651
C: 2.86558 -1.50292 3.63802  -0.399
H: -1.00781 -4.29607 3.83380  0.610
O: -1.37528 -1.56012 -1.10549  -0.221
H: 1.15002 -1.92222 7.07823  0.415
O: -0.77643 -3.48995 7.08670  -0.571
C: 2.57968 0.67989 -0.24204  -1.304
N: -0.90350 0.18746 3.32607  -0.763
H: 0.37908 0.35381 5.41508  0.024
H: -3.07373 -0.27885 -2.17689  -0.059
H: -0.50137 3.19103 -11.56145  0.291
H: 4.39087 -0.32578 2.73199  0.629
H: 0.83262 -0.32298 -1.05224  0.522
O: -2.64901 -1.57787 2.25957  -0.587
C: -0.19900 -6.53367 3.05316  -1.088
S: -2.55951 -1.79072 5.39548  -0.457
O: 0.60950 -3.28101 -0.87982  -0.739
C: -3.14173 2.13024 -2.95802  0.752
H: 0.22423 3.45870 -9.96673  0.311
H: 0.94398 3.10675 1.40951  0.460
H: 2.55998 1.12789 -1.24658  0.359
C: -0.03763 -1.60153 1.27282  1.032
O: 0.90688 -0.59224 1.01644  0.471
O: 1.43587 -3.21956 4.73638  -0.584
O: -3.11957 1.88596 -8.38766  -0.360
H: 3.58637 0.28582 -0.08969  0.541
H: 2.26227 0.24757 7.79570  0.325
H: -4.27608 -0.83374 -3.36619  0.363
H: 2.34820 1.28028 6.36382  0.262
O: -3.66901 3.30487 -3.26909  -0.392
C: 1.51727 -3.25248 2.33477  1.223
H: 1.35957 5.71980 -0.65971  0.314
H: 1.87928 -5.32855 2.79939  0.660
O: -1.08854 -4.36524 4.80695  -0.586
O: -1.63977 -3.64091 0.25388  -0.525
C: -2.84520 4.45514 -2.97774  -0.164
P: -1.03222 -2.97259 5.58093  0.866

Values from the calculation:
* HOMO: -8.20 eV
* total energy: -3869.25288 Ha
* E_LUMO: -0.044 eV
* spin multiplicity: 1
* SMILES string: CCC[C@@H](O[C@H](NCC)P(O)(O)=S)[C@@H](CNC)O[C@](OCCNC[C@H](C)O)(P(=N)(O)O)P(=O)(O)O.CCOC(=O)OC.CCOC(=O)OC

=====

Entry 5:
Computed, not measured: a molecular structure, C17H19BN6O3Zr, with ωB97M-V/def2-TZVPD.

Last column: Mulliken charge in e.
CARTESIAN COORDINATES (ANGSTROEM)
N: 1.50512 -0.75768 -1.82828  0.053
O: 2.00243 1.62237 1.73187  -0.951
C: 2.37319 -1.82576 -1.87127  -0.144
H: -5.22755 -0.76104 -3.65784  0.393
H: -3.77146 -2.07398 2.51769  0.332
B: -0.37080 0.15427 -3.48648  0.215
H: 1.50801 2.28084 6.48708  0.427
H: 1.22212 -1.80653 3.62979  0.469
N: -1.96131 -0.29426 -3.29798  0.296
C: 2.35415 -2.34167 -3.17508  -1.045
C: 1.38561 0.56299 2.21877  1.434
C: 1.49070 1.36760 5.88349  -0.590
H: 1.00926 -1.68189 -4.88202  0.469
C: 1.25812 1.49387 4.50579  0.614
H: 2.95605 -3.12774 -3.59119  0.426
H: -2.47054 -3.21168 2.70522  0.288
N: -2.39261 -0.64941 -2.04347  -0.670
O: 1.02941 2.75521 4.04107  -0.536
C: 0.20330 2.62678 -3.52540  0.055
C: -4.19939 -0.63945 -3.36384  -0.712
C: 0.94707 3.01566 -1.45335  -0.083
N: 0.12821 1.47634 -2.83894  -0.017
C: 1.27598 0.35267 3.65324  0.283
Zr: 2.07592 0.74500 -0.28505  1.866
C: -2.96815 -2.51462 2.03092  -0.972
H: -0.13016 2.60576 -4.55344  0.465
H: -2.26237 -1.74759 1.71565  0.093
H: 1.94937 0.03808 7.48709  0.412
C: -3.06643 -0.36064 -4.13915  -0.359
H: 1.80262 -2.00496 6.06054  0.403
H: 1.02389 3.42009 -0.43743  0.489
H: 2.81111 -2.18687 -0.94542  0.548
H: -3.00404 -0.22923 -5.21983  0.425
O: 0.99464 -0.30605 1.34135  -0.843
H: 0.70394 4.67454 -2.92952  0.426
H: -4.25995 -0.88711 -1.09851  0.443
C: 1.35014 -0.91780 4.24159  -0.503
C: 1.71589 0.10392 6.42206  -0.294
N: 0.70644 1.65330 -1.60430  -0.168
H: -0.31347 0.26572 -4.72122  -0.113
C: -3.70764 -0.75299 -2.02985  -0.090
C: 1.36679 -1.64088 -3.86261  -0.009
C: 1.63297 -1.03084 5.60485  -0.677
H: -3.32397 -3.05508 1.15457  0.264
C: 0.64398 3.62347 -2.67029  -0.953
N: 0.77154 -0.79407 -3.00594  -0.160
H: 1.23193 2.76130 3.08509  0.301

Values from the calculation:
* HOMO: -13.25 eV
* energy above the lowest of the compared OMol25 structures with the same formula, charge and spin: 0.697 eV
* total energy: -1284.77848 Ha
* charge: +2
* E_LUMO: -9.837 eV
* spin multiplicity: 1

=====

Entry 6:
Computed, not measured: a molecular structure, C40H38BCdF3N17P, with ωB97M-V/def2-TZVPD.

Last column: Mulliken charge in e.
CARTESIAN COORDINATES (ANGSTROEM)
C: 2.43071 -2.76102 -0.36505  -1.691
N: -2.87594 -3.26405 2.57521  -0.680
C: -2.72105 -1.97882 2.29877  0.015
H: 1.66210 -0.22801 3.47774  0.213
H: -0.22393 -3.59961 4.59191  0.450
F: -8.59779 0.69378 -3.88290  -0.282
H: 1.01616 -5.78458 0.34992  0.521
C: -2.34812 -0.74380 0.15735  -0.815
H: -2.99381 3.76847 0.56529  0.494
N: -0.23921 1.31951 2.88997  -0.307
C: -1.28275 -1.34424 -3.03977  -0.822
N: -2.88343 -0.91462 3.13461  0.020
H: 2.87794 -2.40381 0.55949  0.497
H: 4.46239 2.39398 0.02724  0.496
C: -6.27579 -0.27818 -2.65440  -1.011
N: 2.03950 0.39991 0.69659  0.208
F: -8.84828 2.24400 -2.40476  -0.282
C: -0.78123 -4.96708 -1.39681  -0.684
N: 0.31507 0.17796 -1.90596  -0.182
H: 6.81574 1.38718 -2.76257  0.296
C: 0.86021 -3.85342 -2.74008  -0.931
H: -3.38388 -1.09316 3.99178  0.359
H: -2.54680 2.05949 0.79064  -0.549
H: 4.75851 1.07401 2.37291  0.529
H: 1.77931 4.87308 -0.59796  0.504
N: 3.13345 2.66211 -2.06209  0.797
H: 0.14056 -6.03726 4.51934  0.386
C: 1.53988 0.90835 -3.57096  -0.062
C: -7.06956 0.71584 -2.06381  0.252
C: 0.17316 -3.33322 2.51135  -0.309
H: 2.68519 -2.05250 -1.15217  0.402
N: -1.95344 1.03280 4.15183  -0.535
H: 1.12548 -4.61436 -4.72133  0.419
H: -0.02856 -2.26970 2.52906  0.397
F: -9.39572 0.22141 -1.94864  -0.274
C: -0.92190 3.34295 0.36110  0.424
C: 0.60612 -4.73028 -3.77909  -0.565
C: 0.94733 4.23842 -0.37384  0.165
H: 0.78043 -7.12156 2.39271  0.416
N: 0.91953 2.93178 -0.69617  0.442
H: -1.36143 -5.02371 -0.49077  0.477
C: -0.11810 -0.42118 -3.00697  0.195
N: -0.22088 2.38793 -0.23167  -0.153
H: -1.80269 -6.59156 -2.33535  0.439
C: 0.75275 -5.29932 1.27796  -1.021
H: 5.15996 4.73375 -3.53328  0.433
N: 2.65422 1.30084 -0.08177  0.430
N: -2.61650 -3.91543 1.45448  -0.621
C: 2.44034 -0.70176 2.88195  -1.282
Cd: -0.22141 0.10051 0.30722  4.998
H: 0.54158 -0.28862 -5.12354  0.504
H: 3.30184 -0.88771 3.51854  0.412
H: -0.48016 -6.46719 -4.41229  0.372
C: -2.25026 3.09021 0.98136  -0.664
C: 2.80808 0.20428 1.76266  0.261
C: 3.40487 3.91213 -2.49000  -0.330
N: -0.87869 1.77181 3.90315  -1.003
H: 6.97692 2.72010 -3.92494  0.370
H: -2.20771 3.25804 2.05844  0.260
C: -5.35558 1.12705 -0.42793  -0.430
N: 1.32163 0.99587 -2.24701  0.628
C: 0.51119 -3.93038 1.30227  0.263
C: -4.53219 0.12483 -1.01439  0.477
C: 0.05415 -4.08113 3.66671  -1.084
C: -3.36866 -0.26642 -0.42217  -0.155
H: -7.21114 2.15616 -0.47042  0.387
H: -1.08885 -2.17739 -3.71210  0.292
H: -2.15665 -0.80695 -3.40614  0.437
C: -0.31486 -5.75241 -3.61900  -0.630
C: 3.95735 0.99450 1.66690  -1.781
C: -6.59201 1.40425 -0.93727  -0.999
C: 0.20728 -3.99433 -1.51935  0.333
C: -8.43826 0.96772 -2.56935  0.966
H: -0.51529 5.50864 0.66728  0.464
C: -5.03341 -0.55813 -2.16264  -0.532
C: -1.03231 -5.84203 -2.43799  -0.787
H: -1.50750 -1.72353 -2.04671  -0.370
H: 2.31268 1.46384 -4.06036  0.459
N: -0.86706 0.23177 2.40889  0.132
H: 2.71781 4.72446 -2.37374  0.507
H: -6.66067 -0.82940 -3.50220  0.392
B: 1.99543 1.99543 -1.28945  -0.195
H: -4.99643 1.64426 0.44956  0.487
C: 3.81044 1.68016 0.48514  -0.121
H: 6.07381 1.25681 -4.35187  0.267
C: -1.93433 0.09089 3.21578  -0.105
N: -2.38163 -1.87175 0.99034  1.679
H: 2.05774 -1.64611 2.50440  0.024
H: 2.84168 -3.74232 -0.60165  0.529
C: 6.31015 1.94994 -3.54511  -1.377
C: 0.26777 -5.44702 3.62479  -0.775
C: 0.62064 -6.05247 2.43088  -0.810
N: 4.14588 1.84151 -2.39311  -0.995
C: -0.21674 4.55243 0.28710  -1.889
C: 4.63815 3.90155 -3.10081  -1.265
H: -4.44314 -1.34781 -2.60379  0.489
H: 1.56794 -3.04866 -2.88198  0.206
N: -2.31589 -3.11638 0.50630  -0.206
C: 5.05857 2.56289 -3.01738  0.600
P: 0.57908 -2.82106 -0.16418  2.548
C: 0.64445 0.01058 -4.10028  -1.854

Values from the calculation:
* HOMO (spin up / spin down): -3.92 / -5.83 eV
* energy above the lowest of the compared OMol25 structures with the same formula, charge and spin: 0.669 eV
* total energy: -3311.61036 Ha
* charge: -1
* E_LUMO (spin up / spin down): 2.384 / 1.763 eV
* spin multiplicity: 2
* <S²>: 0.784

=====

total energy of number 2 (C18H11BrF6I2N4O5S2Ti)? -6701.92845 Ha

=====

Look up the spin multiplicity of the fifth one. 1

=====

Number 5 is which compound? C17H19BN6O3Zr